Computed, not measured: C22H37O3SiTi as an isolated structure at a distorted geometry, with wB97M-V/def2-TZVPD.

Each line ends with the natural charge from an NBO analysis.
Element x y z (Å)
O (-0.080100, 0.049200, -2.226600)  -0.53
C (0.912900, -0.497600, -3.144900)  -0.05
C (0.419800, 0.409300, -4.263900)  -0.45
H (0.757100, -1.563100, -3.280100)  0.18
H (1.920700, -0.331900, -2.778600)  0.19
C (-0.725100, 0.820600, -3.325300)  0.29
H (0.112400, -0.086900, -5.179900)  0.21
H (1.096100, 1.225500, -4.503400)  0.20
C (-2.052700, 0.199400, -3.686400)  -0.63
H (-1.978300, -0.885500, -3.705200)  0.22
H (-2.357800, 0.537000, -4.676700)  0.20
H (-2.832100, 0.476200, -2.982400)  0.23
C (-0.832400, 2.284200, -2.995900)  -0.63
H (0.145800, 2.735100, -2.857400)  0.22
H (-1.408400, 2.436200, -2.086300)  0.24
H (-1.336300, 2.806400, -3.808600)  0.20
Ti (0.000000, 0.000000, 0.000000)  0.76
C (0.872400, 1.547600, 1.546900)  -0.18
C (1.800800, 0.493600, 1.431000)  -0.33
C (2.350000, 0.553000, 0.130500)  -0.36
H (2.047400, -0.232400, 2.186200)  0.21
C (1.749600, 1.620600, -0.548700)  -0.37
C (0.813900, 2.229300, 0.310200)  -0.40
H (0.185400, 3.072100, 0.076700)  0.21
H (0.303300, 1.786900, 2.426900)  0.18
H (3.054300, -0.146500, -0.279900)  0.21
H (1.933400, 1.892000, -1.573600)  0.20
C (-1.467700, -0.458800, 1.852800)  0.05
C (-1.924600, 0.716500, 1.211100)  -0.41
C (-2.328300, 0.377300, -0.090600)  -0.38
H (-1.951900, 1.704200, 1.636600)  0.20
C (-2.121600, -1.014600, -0.253500)  -0.36
C (-1.607900, -1.524000, 0.953000)  -0.49
H (-1.290600, -2.536600, 1.119100)  0.22
H (-1.060200, -0.522500, 2.847700)  0.02
H (-2.745900, 1.056400, -0.812400)  0.19
H (-2.273300, -1.583000, -1.153400)  0.21
O (0.709000, -1.669600, -7.414900)  -0.53
C (0.256200, -0.559800, -8.198800)  -0.07
C (0.413400, -0.969700, -9.654400)  -0.43
H (0.868100, 0.320200, -7.970700)  0.17
H (-0.774800, -0.334400, -7.924200)  0.19
C (1.622700, -1.894100, -9.585100)  -0.43
H (0.555600, -0.118800, -10.317900)  0.21
H (-0.465100, -1.519700, -9.993200)  0.20
C (1.392800, -2.602700, -8.259500)  -0.07
H (2.543700, -1.311200, -9.551700)  0.20
H (1.690000, -2.583800, -10.424100)  0.21
H (2.317800, -2.907200, -7.768600)  0.19
H (0.770700, -3.494700, -8.393800)  0.16
C (1.550300, 0.762000, 4.552300)  -1.14
Si (0.000000, 0.000000, 3.770000)  1.86
C (0.046700, -1.760500, 4.507400)  -1.12
C (-1.379200, 1.053800, 4.578700)  -1.12
O (0.000000, 0.000000, 2.000000)  -1.00
H (1.439000, 0.723000, 5.655400)  0.22
H (1.674100, 1.823400, 4.258000)  0.24
H (2.464600, 0.193000, 4.292000)  0.23
H (0.107800, -1.692900, 5.612800)  0.22
H (-0.865100, -2.330800, 4.232900)  0.23
H (0.940200, -2.293400, 4.122300)  0.23
H (-1.297800, 2.105500, 4.236100)  0.23
H (-2.385600, 0.663300, 4.321300)  0.24
H (-1.259700, 1.022600, 5.681000)  0.22

Force components x, y, z for each atom (eV/Å):
0.092 -0.036 -1.101
-0.379 0.310 0.494
-0.067 -0.001 -0.276
-0.082 -0.185 -0.087
0.119 0.099 0.098
0.433 -0.403 0.422
-0.004 -0.083 -0.092
0.074 0.085 0.013
-0.144 -0.018 -0.025
0.056 -0.093 -0.002
-0.018 0.084 -0.132
-0.046 -0.016 0.174
-0.018 0.137 0.015
0.133 -0.006 0.079
-0.035 -0.077 0.122
-0.074 0.042 -0.153
-0.177 1.142 -1.393
2.341 3.727 -1.179
3.970 1.345 -1.418
0.495 -0.280 0.286
0.445 0.080 -0.314
-0.020 -0.237 -0.966
0.201 0.250 0.736
-0.122 0.074 -0.008
0.468 1.526 -0.313
0.296 -0.056 -0.075
0.024 0.031 -0.177
-0.987 0.086 0.680
-2.123 0.842 -0.802
-0.441 -0.660 -0.639
0.154 0.115 0.079
-0.323 0.694 -1.108
0.143 -1.442 -0.334
0.028 -0.199 0.131
-6.678 -3.314 1.636
-0.183 0.062 -0.152
-0.234 -0.090 -0.142
0.036 0.012 -0.266
0.014 0.017 0.145
-0.043 0.010 -0.056
0.020 -0.033 0.026
-0.012 -0.024 0.023
0.059 0.002 -0.037
0.007 0.045 -0.005
-0.045 -0.044 0.000
-0.045 -0.021 0.149
0.038 0.040 0.023
-0.003 -0.046 -0.025
-0.002 0.025 0.027
-0.033 0.029 0.019
0.405 0.208 -0.160
1.661 0.234 1.666
-0.193 -0.090 -0.028
-0.130 -0.009 -0.179
0.660 -3.999 4.999
-0.076 -0.024 -0.494
0.137 -0.569 0.147
-0.360 0.433 0.122
0.049 -0.113 -0.466
0.569 0.220 0.169
-0.454 0.193 0.242
-0.145 -0.454 0.281
0.547 0.327 0.116
0.024 0.100 -0.512

For the molar mass, the calculation gives 425.5 g mol⁻¹. As for the lowest unoccupied orbital energy (alpha / beta): 2.26 / 2.25 eV. The multiplicity is 3. Its charge is -1.